{"formula": "CH2N2OS", "method": "ωB97M-V/def2-TZVPD", "symbols": ["O", "H", "N", "H", "C", "S", "N"], "xyz": [[-2.6579, -1.1937, 2.0767], [-0.3459, 0.8648, -0.3486], [-0.0626, -0.0796, -0.5896], [0.7146, -0.3454, 0.0071], [-1.1105, -2.9085, 1.0186], [-2.4378, -1.8069, 0.7734], [-0.2405, -3.6342, 1.1940]], "nbo_charge": [-0.739, 0.299, -0.599, 0.302, -0.069, 1.046, -0.241], "multiplicity": 3, "lumo_ha": [0.0059, -0.0855], "homo_ev": [-9.8, -11.4], "gap_ev": [10.0, 9.1], "charge": 0}

=====

{"formula": "C2H9O3", "method": "ωB97M-V/def2-TZVPD", "symbols": ["H", "C", "H", "H", "H", "H", "H", "H", "O", "H", "O", "H", "C", "O"], "xyz": [[2.1883, -1.2830, 0.8948], [1.4860, -1.2747, 0.0721], [0.5864, -1.6513, 0.5328], [1.6975, -1.9626, -0.7730], [-3.0286, -0.6548, 0.5379], [-1.7753, 1.3672, 0.7361], [-0.7765, -0.0950, -0.5109], [1.9622, 0.3848, -1.1255], [-1.4651, 2.3094, 0.6247], [1.0064, 0.7458, 0.3516], [-2.0904, -0.3379, 0.4336], [-0.8185, 2.2347, -0.0883], [1.0718, 0.0487, -0.4733], [-0.0443, 0.1687, -1.2127]], "nbo_charge": [0.198, -0.653, 0.227, 0.185, 0.435, 0.522, 0.535, 0.110, -1.026, 0.140, -1.321, 0.458, -0.034, -0.775], "lumo_ha": 0.1556, "homo_ev": -4.0, "gap_ev": 8.2, "charge": -1}

=====

{"formula": "C33H77N11O11", "method": "ωB97M-V/def2-TZVPD", "symbols": ["C", "C", "N", "H", "O", "H", "C", "H", "H", "H", "H", "N", "H", "C", "H", "N", "C", "C", "H", "C", "C", "O", "C", "H", "H", "H", "H", "O", "H", "N", "H", "H", "C", "H", "H", "H", "H", "O", "C", "H", "C", "H", "N", "N", "O", "C", "C", "C", "H", "H", "H", "H", "N", "H", "H", "C", "H", "H", "H", "H", "C", "H", "C", "H", "H", "C", "O", "H", "H", "N", "H", "C", "H", "C", "H", "C", "H", "H", "C", "O", "H", "H", "H", "C", "O", "H", "H", "H", "H", "N", "H", "H", "C", "H", "H", "O", "H", "H", "C", "H", "C", "H", "H", "H", "C", "H", "H", "H", "C", "C", "O", "N", "H", "H", "H", "H", "C", "N", "H", "H", "H", "H", "O", "H", "C", "H", "H", "H", "H", "H", "C", "H"], "xyz": [[1.0198, -3.9625, 2.8633], [-4.2979, 1.1461, 1.2246], [4.4543, 4.0984, 0.0214], [3.9876, -3.7258, -1.9086], [2.7370, 2.6062, 0.5756], [4.3651, -0.7276, 3.5698], [-2.2299, 3.6170, -1.5991], [1.9182, -8.0190, 1.1781], [-4.8495, 4.5451, 3.7234], [1.7292, 3.2797, -1.3221], [-5.1680, 0.4912, 1.1783], [-5.8002, -4.8081, 0.3918], [6.4183, -2.1613, 2.4265], [5.4873, 3.1091, -0.0712], [1.5824, 4.8745, -0.3086], [1.8881, -6.2024, 2.2658], [-0.1787, -4.9341, -1.4563], [2.5677, -7.1642, 1.3666], [-1.4047, 3.4047, -0.9193], [-5.4611, 5.6213, -1.4064], [1.3060, -3.0459, -5.3132], [-3.6967, -5.2944, -0.2689], [3.1429, -3.0590, -2.0817], [-0.0451, -3.8658, -1.2860], [1.3573, 1.4024, 0.7995], [2.8668, -0.0946, 0.1399], [-0.7648, -1.7547, 0.7863], [0.9015, 4.8918, -2.9512], [2.7428, 5.9812, 0.2364], [-4.3626, 4.6894, -1.8087], [5.0305, 2.1208, -0.1241], [3.5673, -7.4029, 1.7299], [-3.2076, 4.7006, -1.1677], [1.2675, 2.9248, -5.1721], [1.7809, 5.0480, 1.4565], [1.4882, -4.0224, 3.8458], [-1.8048, 3.9204, 3.1348], [-0.5372, -5.3661, -4.2003], [-7.0325, -4.0591, 0.5296], [1.3158, 0.7229, -2.6227], [2.0412, 1.5192, -2.4558], [4.8137, -2.1814, 1.9791], [-0.1161, 4.9775, 3.4910], [-4.6235, 3.4545, 1.8143], [1.3426, 5.8331, 4.8722], [-4.6773, -4.5191, -0.3010], [-4.5044, 2.2264, 2.3074], [-4.8776, 4.6183, 2.6362], [-1.8498, -0.8306, -0.4427], [-4.9095, -2.4124, -0.2971], [0.5909, -2.3541, -5.7585], [6.0172, 3.2698, -1.0101], [2.7034, -3.2166, -3.4162], [-7.6799, -4.4704, 1.3040], [-3.3998, 0.5757, 1.4615], [5.1133, 1.6384, 4.2129], [-5.8569, -5.7532, 0.7434], [-0.5484, 5.8855, 3.5845], [4.6774, 5.0601, -0.1914], [-5.3749, -3.1803, -1.8534], [1.0296, 3.7062, -3.1160], [-4.2628, 3.5858, 0.8801], [-0.8679, -1.0130, -0.0058], [-3.5576, -5.6304, -3.4205], [1.0834, -6.5620, 2.7592], [0.4890, 3.1844, -4.4546], [2.5093, -4.5033, 0.9638], [0.9130, -2.9149, 2.5817], [1.0535, -4.1029, -5.3973], [5.1567, -0.4933, 2.9880], [-0.9674, 4.3420, 1.7066], [-2.7616, -6.0378, -4.0438], [1.7112, -1.5174, 0.0492], [-0.2996, 0.3301, 0.4888], [0.0706, 2.1976, -4.2566], [-1.4909, -5.5253, -3.4521], [-6.4480, 5.3379, -1.7720], [-2.6742, -7.1243, -4.0415], [1.5550, -2.7735, -3.8869], [6.5138, 1.1258, 2.3371], [-2.6840, 2.6426, -1.7790], [-6.8348, -3.0075, 0.7372], [-4.0510, 5.2904, 2.4056], [1.8577, -4.9130, 1.8914], [-2.9158, 5.3777, -0.1515], [-0.0396, -4.2156, 2.9041], [6.1550, 3.1785, 0.7876], [4.5271, 2.4691, 3.8199], [3.6947, -2.1305, -1.9351], [-1.4315, -5.4065, -2.1198], [-0.4481, 2.9354, 2.7163], [-0.4755, -1.4353, -0.9309], [2.3002, 5.0202, 0.4986], [2.2296, -2.8675, -5.8639], [-0.2643, 3.8127, -4.9300], [-1.0580, 1.3038, 0.7071], [0.7633, -5.1695, -1.9515], [-4.4140, 3.9000, -2.4367], [2.0185, -0.6173, 0.5817], [2.8394, 3.7597, 3.9054], [5.6929, 0.7053, 3.1247], [-3.0029, -5.6053, -5.0148], [2.1467, -0.9523, 1.6110], [-5.6280, 5.7070, -0.3327], [5.6404, -1.4789, 2.0840], [2.7395, -6.7872, 0.3584], [-3.6652, -2.9054, -1.3581], [-1.8620, 4.0254, -2.5403], [1.0153, 4.8645, 4.1801], [-4.6651, -3.1849, -1.0262], [-4.5850, 1.9243, 3.5135], [1.0220, 0.4580, 0.6732], [2.2959, -3.2320, -1.4179], [2.5785, 1.2870, -1.5364], [3.3560, -3.6809, -4.0314], [2.6771, 1.5084, -3.3410], [3.2109, 3.7559, 0.4192], [1.5447, 2.8703, -2.2267], [1.8157, 3.0996, 5.1265], [-7.4731, -4.2764, -0.4435], [4.4641, 1.1612, 4.9471], [-5.8390, 4.9782, 2.2698], [0.7820, -2.0760, -3.2184], [-2.2655, -5.4107, -1.5502], [1.7921, 3.5816, 4.1492], [-4.3478, 1.5855, 0.2283], [5.8216, -1.1837, 1.0505], [5.9793, 2.0654, 4.7186], [-0.1513, -5.4145, -0.4782], [-5.2561, 6.5559, -1.9286], [-0.7994, 3.9672, 2.7163], [1.4787, 2.8826, 3.3738]], "mulliken_charge": [-1.174, -0.597, -0.155, 0.335, -0.780, 0.237, -0.509, 0.373, 0.347, -0.334, 0.379, -0.189, 0.341, -0.875, -0.001, -0.233, -0.544, -0.887, -0.356, -0.736, -1.429, -0.785, -0.640, -0.136, 0.122, 0.186, 0.320, -0.647, 0.468, -0.088, 0.190, 0.307, 0.339, 0.375, -0.198, 0.393, 0.278, -0.643, -0.802, 0.483, -1.072, 0.169, 0.025, 0.027, -0.744, 0.748, 0.742, -1.110, 0.297, 0.231, 0.273, 0.347, -0.053, 0.286, -0.034, -0.747, 0.291, 0.214, 0.249, 0.374, 0.908, 0.048, -0.924, 0.219, 0.282, -1.348, -0.529, 0.112, 0.299, -0.099, 0.179, -1.010, -0.413, 0.551, 0.327, 0.689, 0.358, 0.251, 0.805, -0.654, 0.432, 0.204, 0.347, 0.767, -0.639, 0.415, 0.335, -0.136, 0.418, 0.094, 0.137, 0.072, -0.262, 0.482, 0.342, -0.478, 0.235, 0.244, 0.204, 0.031, 0.803, 0.332, 0.094, 0.197, -0.860, 0.236, 0.145, 0.411, 0.350, -0.948, -0.725, 0.423, -0.145, -0.130, 0.241, 0.439, 0.408, 0.538, 0.399, 0.334, 0.364, 0.339, -0.615, 0.222, -0.269, 0.184, 0.285, 0.372, 0.352, 0.314, -0.625, -0.009], "lumo_ha": 0.0111, "smiles": "CNC(C)=O.CNC(C)=O.CNC(C)=O.CNC(C)=O.CNC(C)=O.CNC(C)=O.CNC(C)=O.CNC(C)=O.CNC(C)=O.CNC(C)=O.CNC(C)=O", "homo_ev": -8.7, "gap_ev": 9.0, "charge": 0}

=====

{"formula": "C8H14ClF6FeOSn", "method": "ωB97M-V/def2-TZVPD", "symbols": ["H", "F", "H", "H", "C", "H", "H", "F", "F", "C", "F", "H", "F", "C", "Fe", "C", "H", "H", "C", "Cl", "F", "Sn", "H", "C", "O", "H", "H", "C", "H", "H", "C", "H"], "xyz": [[3.0999, -0.6334, -3.4562], [-3.9687, -1.1965, 1.7736], [0.9256, 0.5189, 3.9416], [-2.1508, -2.8848, 0.0806], [0.6888, 0.8036, 2.9125], [-3.7045, -2.1508, -0.4500], [4.0438, 0.2035, 0.1384], [-2.6789, 0.5615, 2.1533], [-2.5484, 1.6387, -0.3395], [-2.1871, -0.7251, 0.1055], [-1.8657, -1.5052, 2.3711], [1.4731, 1.4051, 2.4731], [-4.2870, 0.3541, -0.6728], [-2.8966, 0.3954, -0.7343], [0.3209, -0.7983, 1.6305], [-2.7147, -0.6866, 1.5962], [1.4135, -0.0348, -3.7226], [-0.2601, 1.3520, 2.9293], [4.3809, 0.8686, -0.6516], [2.2212, -1.8000, 1.9307], [-2.5547, 0.2438, -2.0438], [2.6817, 1.4839, -1.8126], [1.2166, 2.4328, 0.3305], [1.0770, 2.2949, -0.7777], [-0.8108, -0.4289, 0.1457], [4.8700, 1.7453, -0.2401], [0.0873, 1.8114, -1.0371], [-2.6050, -2.0622, -0.4810], [-2.2674, -2.1467, -1.5179], [1.7709, -1.1011, -2.2790], [2.1685, -0.3126, -2.9635], [5.0609, 0.3534, -1.3331]], "nbo_charge": [0.192, -0.342, 0.176, 0.223, -1.251, 0.211, 0.224, -0.314, -0.303, 0.100, -0.357, 0.208, -0.365, 0.960, 1.298, 0.954, 0.202, 0.177, -1.099, -0.757, -0.327, 0.793, 0.180, -1.187, -0.877, 0.201, 0.188, -0.647, 0.236, 0.209, -1.101, 0.195], "multiplicity": 6, "lumo_ha": [0.1824, 0.1822], "homo_ev": [1.2, 0.8], "gap_ev": [3.8, 4.1], "charge": -2}

=====

Number 1: E -622.0922 a.u.. Number 2: E -307.3231 a.u.. Number 3: E -2733.6367 a.u.. Number 4: E -2925.7722 a.u..